ORCA calculation (wB97M-V/def2-TZVPD) on a molecular structure, C22H60N3O10 at a distorted geometry.

- gap between HOMO and LUMO (eV) = 7.895
- highest occupied orbital energy (eV) = -5.25
- electronic energy (eV) = -48715.936
- strongest force on any atom (eV Å⁻¹) = 12.0
- energy above the lowest of the compared OMol25 structures with the same formula, charge and spin (eV) = 0.6245

The geometry in ORCA input format:
```
! wB97M-V def2-TZVPD RIJCOSX def2/J DEFGRID3
* xyz -1 1
C 22.107 47.594 12.569
O 23.396 47.040 12.634
H 21.840 47.917 13.424
H 21.542 46.607 12.512
H 21.782 48.240 11.800
C 22.684 50.809 9.432
O 23.383 50.025 8.494
H 21.657 50.700 9.122
H 23.032 51.894 9.463
H 22.519 50.231 10.408
H 23.796 49.269 8.891
C 26.162 46.444 13.913
O 25.814 45.875 12.769
H 26.186 45.716 14.615
H 25.705 47.286 14.220
H 27.219 46.564 14.002
H 24.821 46.172 12.612
C 23.281 49.704 15.190
O 24.132 49.208 14.241
H 22.943 50.547 14.789
H 23.794 50.042 16.065
H 22.442 49.040 15.525
H 23.626 48.827 13.594
C 24.392 47.248 17.623
O 23.927 45.958 17.159
C 23.209 46.024 15.977
C 23.353 44.604 15.349
N 22.538 44.495 14.089
C 22.616 43.205 13.352
C 23.893 43.240 12.402
O 23.708 42.135 11.466
C 24.521 41.973 10.431
H 23.560 47.814 18.156
H 24.913 47.842 16.806
H 24.811 47.195 18.569
H 23.789 46.632 15.238
H 22.176 46.364 16.153
H 23.173 44.016 16.154
H 24.364 44.418 14.979
H 22.705 45.292 13.464
H 21.612 43.267 12.788
H 22.683 42.404 14.002
H 24.691 42.895 12.911
H 24.069 44.104 11.804
H 24.561 43.012 10.102
H 24.061 41.290 9.835
H 25.405 41.493 10.748
C 20.402 47.412 18.983
O 19.360 47.883 18.253
C 19.903 48.349 16.958
C 18.815 48.642 15.912
N 19.635 49.337 14.820
C 18.853 49.511 13.522
C 19.576 50.588 12.849
O 19.067 51.055 11.711
C 18.920 50.116 10.619
H 20.037 47.013 20.035
H 21.076 48.025 19.087
H 20.744 46.466 18.327
H 20.676 47.814 16.644
H 20.280 49.354 17.081
H 18.147 49.324 16.291
H 18.433 47.526 15.604
H 20.393 48.788 14.551
H 17.804 49.982 13.842
H 18.512 48.612 12.761
H 20.551 50.237 12.424
H 19.877 51.489 13.225
H 18.542 50.605 9.791
H 18.149 49.561 10.610
H 20.049 49.647 10.577
C 22.026 44.184 8.270
O 23.295 44.817 8.444
C 23.170 45.829 9.399
C 24.485 46.552 9.474
N 24.374 47.847 10.044
C 25.637 48.439 10.365
C 25.720 49.818 11.013
O 26.990 50.274 11.173
C 27.115 51.488 11.853
H 21.946 43.428 7.489
H 21.244 44.914 8.055
H 21.592 43.647 9.105
H 22.931 45.456 10.367
H 22.415 46.453 9.183
H 24.686 46.634 8.411
H 25.293 45.871 9.956
H 23.930 47.565 11.113
H 26.348 48.536 9.449
H 26.178 47.876 11.080
H 25.040 49.753 11.791
H 24.923 50.573 10.298
H 28.178 51.614 11.913
H 26.730 51.365 13.131
H 26.645 52.399 11.211
*
```



ORCA calculation (wB97M-V/def2-TZVPD) on a single C3H5NO2 molecule.

- gap between HOMO and LUMO (eV) = 10.595
- highest occupied orbital energy (eV) = -9.78
- electronic energy (eV) = -8775.962
- strongest force on any atom (eV Å⁻¹) = 0.5
- energy above the lowest of the compared OMol25 structures with the same formula, charge and spin (eV) = 1.7331
- SMILES = [H]/N=C/OCC=O

The geometry in ORCA input format:
```
! wB97M-V def2-TZVPD RIJCOSX def2/J DEFGRID3
* xyz 0 1
H 2.068 1.580 -0.080
N 1.238 1.003 0.021
C 1.286 -0.002 -0.740
O 0.305 -0.908 -0.839
C -0.758 -0.882 0.116
C -1.218 0.466 0.657
O -1.571 0.569 1.807
H 2.095 -0.272 -1.423
H -0.510 -1.520 0.970
H -1.606 -1.323 -0.420
H -1.330 1.289 -0.071
*
```



ORCA calculation (wB97M-V/def2-TZVPD) on 2 unconnected molecules or ions with the total composition C8H11NO at a distorted geometry.

- gap between HOMO and LUMO (eV) = 9.915
- highest occupied orbital energy (eV) = -9.07
- electronic energy (eV) = -12010.867
- strongest force on any atom (eV Å⁻¹) = 4.7
- energy above the lowest of the compared OMol25 structures with the same formula, charge and spin (eV) = 1.5334
- SMILES = c1ccccc1.CC(N)=O

The geometry in ORCA input format:
```
! wB97M-V def2-TZVPD RIJCOSX def2/J DEFGRID3
* xyz 0 1
C 3.125 0.668 0.413
C 2.169 1.401 -0.280
C 1.023 0.719 -0.775
C 1.001 -0.712 -0.682
C 2.031 -1.370 0.033
C 3.023 -0.727 0.676
H 4.088 1.273 0.644
H 2.207 2.520 -0.265
H 0.162 1.168 -1.309
H 0.154 -1.305 -1.047
H 1.960 -2.374 0.000
H 3.811 -1.330 1.144
C -4.032 0.092 0.439
C -2.629 -0.013 -0.087
N -1.831 0.177 1.018
O -2.206 -0.310 -1.171
H -4.515 1.135 0.208
H -4.106 0.145 1.516
H -4.754 -0.771 0.142
H -0.850 -0.299 0.880
H -1.958 0.723 1.911
*
```



ORCA calculation (wB97M-V/def2-TZVPD) on 6 unconnected molecules or ions with the total composition C17H52N5O5 at a distorted geometry.

- gap between HOMO and LUMO (eV) = 9.880
- highest occupied orbital energy (eV) = -11.86
- electronic energy (eV) = -36152.948
- strongest force on any atom (eV Å⁻¹) = 2.5
- energy above the lowest of the compared OMol25 structures with the same formula, charge and spin (eV) = 1.4320

The geometry in ORCA input format:
```
! wB97M-V def2-TZVPD RIJCOSX def2/J DEFGRID3
* xyz 1 1
N -0.100 -0.182 -0.829
H 0.457 -0.787 -0.169
H 0.363 0.760 -0.842
H -1.043 -0.151 -0.403
H -0.167 -0.648 -1.761
C -1.063 -2.562 -3.334
O -0.279 -1.372 -3.266
H -2.112 -2.391 -3.083
H -1.100 -3.068 -4.299
H -0.656 -3.257 -2.602
H -0.281 -0.919 -4.115
C -2.367 -3.316 4.295
C -1.157 -2.654 3.583
C 0.178 -3.189 4.101
O 1.353 -2.483 3.759
C 1.620 -1.310 4.530
N -1.282 -2.801 2.130
H -2.110 -3.280 5.351
H -2.452 -4.311 3.858
H -3.290 -2.797 4.050
H -1.218 -1.566 3.701
H 0.239 -4.243 3.825
H 0.102 -3.166 5.197
H 2.440 -0.707 4.142
H 1.913 -1.559 5.550
H 0.719 -0.694 4.522
H -1.313 -3.772 1.830
H -0.431 -2.430 1.726
C -0.464 3.319 -2.849
C 0.850 3.090 -2.117
C 1.613 4.423 -1.931
O 2.119 4.776 -3.203
C 2.705 6.065 -3.226
N 0.505 2.574 -0.768
H -1.085 4.043 -2.316
H -1.067 2.416 -2.953
H -0.259 3.730 -3.838
H 1.325 2.256 -2.636
H 2.486 4.205 -1.305
H 0.925 5.176 -1.540
H 3.514 6.062 -2.491
H 2.000 6.899 -3.207
H 3.184 6.197 -4.199
H 1.383 2.568 -0.245
H -0.061 3.220 -0.223
C -2.818 1.000 1.483
C -3.530 0.441 0.267
C -3.748 1.406 -0.911
O -4.494 2.516 -0.442
C -4.594 3.518 -1.453
N -2.920 -0.818 -0.183
H -3.189 1.954 1.850
H -1.747 1.109 1.269
H -2.887 0.284 2.305
H -4.532 0.175 0.627
H -4.190 0.940 -1.795
H -2.748 1.762 -1.193
H -3.602 3.772 -1.839
H -4.974 4.412 -0.969
H -5.170 3.147 -2.302
H -2.613 -1.435 0.569
H -3.619 -1.320 -0.718
C 1.882 -3.475 0.172
C 2.611 -2.184 0.457
C 3.191 -1.513 -0.784
O 4.385 -2.089 -1.288
C 5.513 -1.724 -0.518
N 1.651 -1.272 1.160
H 0.929 -3.262 -0.326
H 1.655 -3.987 1.107
H 2.372 -4.150 -0.529
H 3.413 -2.340 1.184
H 3.338 -0.437 -0.621
H 2.517 -1.575 -1.643
H 5.714 -0.650 -0.479
H 6.394 -2.247 -0.883
H 5.389 -2.064 0.516
H 1.606 -1.639 2.137
H 2.178 -0.419 1.369
*
```